Entry 1:
Here is a structure of composition C18H15F10N5STa from the OMol25 dataset. Energies are from ωB97M-V/def2-TZVPD.

Geometry as XYZ:
```
50
Properties=species:S:1:pos:R:3:forces:R:3:mulliken_charge:R:1
Ta -0.1659 -0.0022 -0.3342 0.05 -0.11 1.08 0.947
C -1.7654 2.6104 -0.8987 0.02 -0.02 0.04 -0.885
N -1.1601 1.9430 0.2974 0.37 -0.51 0.11 -0.163
C -0.1066 2.8024 0.8935 -0.32 0.33 0.06 -1.014
C 1.0453 2.8289 -0.0634 0.20 0.06 -0.13 -1.021
N 1.1273 1.4960 -0.6879 0.08 0.07 -0.30 0.444
C 2.1367 1.3687 -1.6926 -0.28 -0.03 0.44 -0.555
C 3.0640 2.3053 -2.1352 0.18 0.11 -0.02 0.438
F 3.2012 3.4922 -1.5620 -0.07 0.00 -0.01 -0.273
C 3.9096 2.0094 -3.2060 0.03 0.03 0.01 0.014
F 4.7637 2.9164 -3.6026 0.00 0.00 0.00 -0.208
C 3.8675 0.7777 -3.8457 0.02 0.01 -0.02 0.763
F 4.6623 0.5186 -4.8471 0.03 -0.01 -0.01 -0.221
C 2.9680 -0.1906 -3.4028 0.04 -0.19 -0.11 -0.395
F 2.8900 -1.3781 -3.9567 -0.01 0.01 -0.01 -0.224
C 2.1662 0.1657 -2.3544 0.09 -0.25 -0.18 0.790
F 1.2056 -0.7657 -1.8594 -0.40 0.08 0.12 -0.173
C -2.2061 1.6071 1.2986 -0.10 0.42 0.02 -1.127
C -3.0407 0.5216 0.7015 -0.19 -0.17 0.01 -0.653
N -2.0944 -0.3849 0.0321 0.03 0.04 -0.51 0.629
C -2.6477 -1.6081 -0.4592 0.24 0.20 0.22 -0.342
C -3.9859 -1.9136 -0.6876 -0.17 0.07 0.00 0.659
F -4.9430 -1.0226 -0.4872 0.01 0.00 0.03 -0.244
C -4.3558 -3.1705 -1.1578 -0.05 -0.02 -0.02 -0.077
F -5.6210 -3.4244 -1.3649 -0.01 -0.01 0.01 -0.209
C -3.4038 -4.1470 -1.4208 -0.02 -0.03 -0.01 0.816
F -3.7622 -5.3191 -1.8626 0.00 -0.04 -0.01 -0.222
C -2.0529 -3.8623 -1.2211 0.07 -0.13 -0.05 -0.345
F -1.1144 -4.7494 -1.4635 0.01 0.01 0.00 -0.234
C -1.7505 -2.6119 -0.7591 0.11 -0.19 -0.01 0.536
F -0.4000 -2.2542 -0.5574 0.06 0.31 -0.23 -0.336
H -2.2706 3.5215 -0.5743 -0.01 0.01 -0.01 0.389
H -2.4890 1.9541 -1.3764 0.00 -0.01 0.00 0.381
H -0.9922 2.8683 -1.6174 0.01 0.00 0.01 0.321
H 0.1576 2.3866 1.8639 0.06 -0.05 -0.01 0.416
H -0.4795 3.8173 1.0492 -0.14 -0.06 0.08 0.372
H 1.9653 3.0657 0.4704 0.06 -0.03 -0.04 0.636
H 0.9291 3.5913 -0.8328 -0.04 0.02 0.00 0.631
H -2.8226 2.4788 1.5284 0.14 0.10 0.01 0.432
H -1.7069 1.2913 2.2150 -0.02 -0.06 0.01 0.395
H -3.7740 0.8981 -0.0089 -0.01 0.04 -0.02 0.568
H -3.5966 -0.0089 1.4752 0.03 -0.09 -0.02 0.613
N 3.1800 -0.4614 1.8195 -0.05 0.02 -0.02 -0.329
C 2.1420 -1.2617 1.9430 0.17 0.16 0.04 0.891
N 2.2746 -2.5502 2.1446 -0.06 0.05 0.01 -0.354
S 0.4792 -0.6199 1.9575 -0.21 -0.15 -0.52 -0.424
H 4.1303 -0.7944 1.9359 0.02 -0.02 -0.02 0.257
H 3.0492 0.5373 1.8056 0.00 0.02 0.02 0.203
H 3.1775 -2.9834 2.3041 0.02 -0.01 -0.01 0.250
H 1.4604 -3.1358 2.2627 -0.02 -0.02 0.02 0.240
```
Positions in Å, forces in eV/Å.

Summary:
* highest occupied orbital energy: -0.654 Eh
* energy above the lowest of the compared OMol25 structures with the same formula, charge and spin: 9.50 kcal per mole
* total charge: +3

---

Entry 2:
Here is the molecule C18H15F3N4O4S from the OMol25 dataset. Energies are from ωB97M-V/def2-TZVPD.

Geometry as XYZ:
```
45
Properties=species:S:1:pos:R:3:forces:R:3:mulliken_charge:R:1
O -0.4932 -1.8113 -0.9050 9.22 5.39 -8.43 -0.507
C -1.2789 -2.3290 -0.3386 -11.08 -5.45 5.21 0.105
C -2.7352 -2.9662 -0.8674 5.48 -1.65 -3.48 -0.804
S -4.1171 -2.1649 -0.3536 -5.18 -3.81 2.98 -0.283
C -3.9274 -0.5449 -0.4168 3.38 -0.41 -2.52 0.831
N -4.5883 0.4306 -0.1710 -6.37 3.80 5.09 -0.439
N -3.9831 1.6186 -0.3474 4.33 -1.27 -4.82 -0.459
C -2.8589 1.2289 -1.1337 -2.79 -0.11 1.82 0.314
C -1.7654 2.0500 -2.0866 2.07 -1.36 14.91 -1.056
N -0.3911 1.3413 -1.5114 -9.46 -5.56 -5.20 0.041
C 0.5209 1.9236 -1.0182 3.68 14.07 3.35 0.158
O 0.4049 3.4714 -0.9188 0.36 -7.25 -0.57 -0.831
C 1.7265 1.4047 -0.5595 3.41 -4.06 -0.72 0.503
C 2.8069 2.1551 -0.2581 0.96 6.62 2.05 -0.073
C 4.0976 1.8205 0.1368 0.19 -1.38 -1.09 -1.072
C 4.2764 0.3940 -0.0859 8.27 7.46 3.56 0.022
C 3.3029 -0.3102 -0.4438 -2.48 -9.63 0.93 -0.589
C 3.5071 -1.8861 -0.2012 -5.94 3.07 -6.64 0.930
F 3.1356 -2.3807 -1.6360 -0.15 0.21 2.37 -0.427
F 4.6646 -2.1436 -0.1623 8.62 -2.17 1.14 -0.230
F 2.8569 -2.6429 0.6196 -1.51 0.02 1.04 -0.247
C 2.0774 0.0345 -0.6787 -7.39 3.07 -0.60 0.114
O -2.8843 -0.1895 -1.0930 5.04 2.94 -2.98 -0.076
N -1.2615 -2.3267 0.9748 -16.78 -9.47 -4.85 0.269
C -0.3502 -1.9924 1.6512 8.69 8.97 13.80 -1.085
C -0.5635 -0.4095 1.9148 2.87 0.72 0.26 0.567
C 0.3205 0.5309 2.2548 3.81 2.89 -1.96 -0.400
C -0.3237 1.9043 1.9268 -1.06 -1.73 1.71 -0.073
C -1.6500 1.5831 1.7065 2.00 0.99 0.65 -0.568
O -1.6949 0.1757 1.6757 -5.04 0.50 -1.05 -0.353
H -2.6636 -4.1703 -0.7587 -0.88 3.05 0.27 0.352
H -2.6791 -2.7983 -1.9849 0.28 -0.45 0.99 0.383
H -1.9585 1.7131 -2.9067 -1.66 -2.66 -10.01 0.800
H -1.8882 2.9790 -1.5750 0.63 1.25 -1.06 0.362
H -0.4716 0.2720 -1.5249 0.32 1.93 -0.05 0.232
H 2.5875 3.2745 -0.1785 0.06 -1.56 -0.30 0.272
H 4.8890 2.6480 0.4891 -1.93 -2.41 -0.99 0.279
H 5.2965 0.0184 0.1405 -0.98 -0.18 -0.18 0.414
H 1.1492 -0.5560 -0.8274 1.70 -0.70 0.00 0.474
H -2.2018 -2.7591 1.4471 3.06 1.45 -1.55 0.450
H -0.4089 -2.1587 2.8442 0.45 -1.20 -2.81 0.432
H 0.5840 -2.0842 1.2399 2.56 -0.43 -0.60 0.197
H 1.4796 0.3416 2.1509 -2.47 0.48 0.82 0.331
H -0.0047 2.9627 2.0744 0.15 -1.34 -0.26 0.321
H -2.5409 2.3483 1.6957 1.56 -2.60 -0.27 0.420
```
Positions in Å, forces in eV/Å.

Summary:
* highest occupied orbital energy: -0.312 Eh
* energy above the lowest of the compared OMol25 structures with the same formula, charge and spin: 373.16 kcal per mole
* SMILES string: O=C(CSc1nnc(CNC(=O)c2cccc(C(F)(F)F)c2)o1)NCc1ccco1

---

Entry 3:
Here is the ion C18H15FN with charge +1 from the OMol25 dataset. Energies are from ωB97M-V/def2-TZVPD.

Geometry as XYZ:
```
35
Properties=species:S:1:pos:R:3:forces:R:3:mulliken_charge:R:1
F 3.3124 3.0379 1.1575 -0.41 -2.06 -0.35 -0.297
C 2.9760 1.6859 1.0811 -0.70 1.09 0.01 -0.093
C 3.8974 0.7275 1.4612 -0.41 -0.47 0.80 -0.644
C 3.5043 -0.6322 1.4607 0.22 0.36 -0.35 -0.550
C 2.2038 -0.9843 1.1425 -0.10 0.51 -0.07 -0.888
C 1.2485 0.0167 0.8471 0.87 -0.26 0.24 0.423
C -0.1240 -0.5257 0.6585 0.27 -1.24 -1.55 0.425
C -1.3232 0.3023 0.9258 -0.36 0.40 1.04 0.615
C -2.5201 -0.4213 0.8531 -0.22 0.61 -0.25 -0.460
C -3.7233 0.2136 1.1240 0.09 0.26 -0.11 -0.693
C -3.7321 1.5922 1.4208 0.05 -0.46 0.82 -0.554
C -2.5447 2.3036 1.5977 0.52 -0.28 -0.06 -0.765
C -1.3189 1.6381 1.4125 0.06 -0.04 -0.46 -0.166
N -0.1653 -0.9218 -1.0012 0.61 -0.17 -1.65 0.213
C 0.6197 -0.2291 -1.8705 0.26 0.45 0.06 0.171
C 0.7393 -0.5245 -3.2392 0.16 0.36 0.12 -0.679
C 0.0198 -1.5660 -3.8321 0.21 0.42 1.04 -0.252
C -0.7913 -2.2677 -2.9404 -0.16 -0.05 0.19 -0.710
C -0.8509 -1.9474 -1.5768 -0.20 -0.03 0.44 0.041
C 1.6464 1.3642 0.7030 0.64 -0.14 -0.01 -0.380
H 4.8341 1.0182 1.9365 -0.07 0.03 -0.57 0.445
H 4.2234 -1.4210 1.6934 -0.16 0.41 0.05 0.402
H 1.8952 -2.0389 1.0724 0.23 0.56 0.35 0.369
H -0.2028 -1.5797 1.1148 0.08 1.71 -0.75 0.352
H -2.4831 -1.4761 0.5475 -0.23 0.54 0.39 0.136
H -4.6319 -0.3893 1.1175 0.09 0.43 -0.03 0.390
H -4.6565 2.0688 1.7293 -0.05 -0.04 -0.40 0.360
H -2.5352 3.3665 1.9167 -0.15 -0.94 -0.22 0.384
H -0.3815 2.1878 1.6507 -0.98 -0.68 -0.27 0.599
H 1.2009 0.6062 -1.4388 -0.44 -0.73 -0.43 0.372
H 1.4215 0.0891 -3.8420 -0.35 -0.23 0.42 0.394
H 0.1144 -1.8111 -4.9031 -0.16 0.13 0.78 0.431
H -1.3959 -3.0863 -3.3138 0.01 -0.01 0.29 0.373
H -1.4754 -2.5327 -0.9019 0.20 0.10 -0.28 0.430
H 0.9992 2.1363 0.2355 0.56 -0.57 0.78 0.804
```
Positions in Å, forces in eV/Å.

Summary:
* highest occupied orbital energy: -0.462 Eh
* total charge: +1
* SMILES string: Fc1cccc([C@@H](c2ccccc2)[n+]2ccccc2)c1

---

Entry 4:
Here is a structure of composition C18H15I2N3O2PdS from the OMol25 dataset. Energies are from ωB97M-V/def2-TZVPD.

Geometry as XYZ:
```
42
Properties=species:S:1:pos:R:3:forces:R:3:mulliken_charge:R:1
Pd 1.0735 0.0346 -0.3720 0.70 0.24 -0.25 0.380
I -6.0984 -0.4299 2.3099 0.06 -0.03 -0.03 0.040
C -4.2245 -0.7673 1.4384 -0.16 0.03 0.11 -0.361
C -3.5490 -1.9562 1.6799 0.10 0.03 -0.02 -0.389
C -2.3048 -2.1405 1.1128 0.12 -0.09 -0.02 -0.267
I -1.2287 -3.8923 1.4977 -0.09 0.03 0.00 0.044
C -1.6810 -1.1877 0.2634 0.18 -0.20 0.09 0.562
O -0.5210 -1.4247 -0.2543 -0.56 0.18 -0.15 -0.926
C -2.4057 0.0152 0.0579 -0.15 -0.01 -0.07 0.730
C -1.8184 1.0948 -0.8035 -0.02 -0.06 0.15 -0.911
N -0.5951 1.6591 -0.1915 -0.34 0.14 -0.33 -0.327
C -0.7580 2.0607 1.1963 0.11 -0.14 0.02 -0.973
C -0.3468 0.9495 2.1361 0.01 0.16 -0.01 0.882
C -0.9825 0.7741 3.3543 0.02 -0.04 0.05 -0.758
C -0.5627 -0.2400 4.1958 -0.02 -0.01 0.03 -0.350
C 0.4785 -1.0617 3.7952 0.02 0.05 0.06 -0.727
C 1.0648 -0.8289 2.5682 0.06 0.00 0.01 -0.127
N 0.6732 0.1639 1.7651 0.14 -0.35 -0.85 -0.011
C -3.6543 0.2048 0.6381 0.10 0.03 -0.03 -0.653
H -3.9838 -2.7251 2.3036 0.01 0.01 0.02 0.377
H -2.5730 1.8753 -0.9464 -0.02 0.05 -0.03 0.503
H -1.5381 0.6967 -1.7791 0.06 0.00 -0.04 0.249
H -0.2552 2.4225 -0.7590 0.02 0.05 0.02 0.218
H -1.7918 2.3423 1.4138 -0.01 0.06 0.08 0.351
H -0.1250 2.9277 1.3958 0.05 0.01 -0.02 0.519
H -1.8167 1.4105 3.6189 0.02 0.00 -0.02 0.423
H -1.0507 -0.3967 5.1493 -0.02 -0.01 -0.03 0.414
H 0.8234 -1.8793 4.4115 -0.01 -0.01 -0.03 0.432
H 1.8637 -1.4564 2.1979 -0.01 0.00 -0.04 0.365
H -4.1876 1.1309 0.4527 0.02 -0.01 0.00 0.389
O 1.1647 0.2240 -2.4818 -0.23 -0.26 0.93 -0.682
N 2.3588 0.1129 -3.0601 0.20 -0.04 -0.15 0.505
C 2.3777 0.0882 -4.4131 -0.14 0.05 -0.07 -0.210
C 3.5513 0.0455 -5.1087 -0.02 -0.03 -0.03 -0.678
C 4.7537 0.0220 -4.3962 0.03 0.02 0.14 -0.123
C 4.7143 0.0150 -3.0258 0.10 -0.01 -0.16 -0.873
C 3.4929 0.0385 -2.3334 -0.09 -0.03 0.28 0.771
S 3.4142 -0.0563 -0.6229 -0.16 0.22 0.34 -0.410
H 1.3996 0.1156 -4.8675 -0.02 0.01 0.03 0.424
H 3.5294 0.0270 -6.1884 -0.03 0.02 0.03 0.402
H 5.7024 0.0081 -4.9165 -0.03 -0.03 0.02 0.377
H 5.6169 -0.0165 -2.4323 -0.01 0.00 0.00 0.401
```
Positions in Å, forces in eV/Å.

Summary:
* highest occupied orbital energy (spin up / spin down): -0.261 / -0.262 Eh

---

Entry 5:
Here is a structure of composition C18H15IN2O2Pd from the OMol25 dataset. Energies are from ωB97M-V/def2-TZVPD.

Geometry as XYZ:
```
39
Properties=species:S:1:pos:R:3:forces:R:3:lowdin_spin:R:1
Pd 1.1346 1.9226 0.8007 -0.75 0.23 -0.03 1.128
C 1.1469 4.1639 -2.0955 0.00 -0.05 -0.01 0.004
O 0.7091 2.9181 -1.5769 0.01 0.02 0.09 0.035
C 0.1835 2.0048 -2.4392 0.02 0.08 -0.14 0.007
C 0.0792 2.2314 -3.8069 -0.01 -0.03 0.06 0.000
C -0.4803 1.2622 -4.6270 -0.01 -0.03 -0.01 0.007
C -0.9410 0.0704 -4.0901 0.02 0.05 0.02 0.000
C -0.8385 -0.1513 -2.7267 -0.06 -0.12 -0.04 0.009
C -0.2681 0.7965 -1.8918 0.13 0.25 0.36 0.009
N -0.1347 0.6141 -0.4724 0.07 -0.25 -0.59 0.121
N -0.5084 -0.5192 -0.0812 -0.09 0.22 0.44 0.011
C -0.5610 -0.7904 1.2613 0.06 -0.42 -0.29 0.013
C -0.6135 0.2121 2.2503 -0.19 0.37 0.14 -0.003
O -0.5425 1.4747 1.9885 0.37 -0.25 0.03 0.167
C -0.8365 -0.1917 3.6137 -0.01 -0.02 -0.11 0.010
C -0.9628 -1.4939 3.9426 -0.02 -0.10 0.05 -0.012
C -0.9059 -2.5360 2.9612 -0.02 0.03 0.11 0.002
C -1.0485 -3.8889 3.3271 0.00 0.03 0.01 -0.002
C -1.0140 -4.8787 2.3811 0.02 0.03 -0.09 0.004
C -0.8324 -4.5318 1.0308 -0.02 -0.06 0.06 -0.002
C -0.6827 -3.2217 0.6539 0.02 0.10 0.01 0.004
C -0.7179 -2.1868 1.6127 0.00 0.07 -0.04 -0.001
H 0.3262 4.6940 -2.5822 0.00 0.02 0.01 0.000
H 1.9686 4.0276 -2.8017 0.00 0.00 -0.01 0.000
H 1.4948 4.7359 -1.2404 0.00 0.00 0.01 0.003
H 0.4288 3.1588 -4.2359 -0.01 -0.02 0.00 0.000
H -0.5583 1.4499 -5.6898 0.00 -0.01 0.00 0.000
H -1.3847 -0.6824 -4.7269 0.00 0.00 0.00 0.000
H -1.2025 -1.0671 -2.2834 0.00 0.01 -0.02 0.001
H -0.8903 0.5934 4.3556 0.01 0.02 -0.02 0.000
H -1.1152 -1.7758 4.9791 0.00 -0.01 -0.02 0.000
H -1.1898 -4.1339 4.3736 0.00 0.02 -0.01 0.000
H -1.1245 -5.9162 2.6677 0.00 0.00 -0.01 0.000
H -0.8090 -5.3092 0.2773 0.01 0.00 0.01 0.000
H -0.5351 -2.9655 -0.3858 0.00 -0.01 0.00 0.001
I 3.6244 0.7240 1.0932 0.26 -0.05 0.13 0.169
C 2.9512 2.7676 1.2888 0.29 -0.21 -0.11 0.271
H 3.5183 3.3584 0.5780 -0.03 0.03 -0.01 0.022
H 3.1325 3.0603 2.3169 -0.09 0.07 0.01 0.024
```
Positions in Å, forces in eV/Å.

Summary:
* highest occupied orbital energy (spin up / spin down): -0.272 / -0.275 Eh
* spin multiplicity: 3
* energy above the lowest of the compared OMol25 structures with the same formula, charge and spin: 0.00 kcal per mole
* expectation value of S²: 2.022

---

Entry 6:
Here is a structure of composition C18H15N5O2STi from the OMol25 dataset. Energies are from ωB97M-V/def2-TZVPD.

Geometry as XYZ:
```
42
Properties=species:S:1:pos:R:3:forces:R:3:mulliken_charge:R:1
Ti -0.2378 -0.0904 -0.2149 0.90 -1.50 -1.82 0.580
N -3.6557 -0.4963 2.3204 0.14 0.29 -0.09 -0.526
C -2.8256 -0.4349 1.1999 -0.36 -0.47 0.88 0.694
S -2.4521 1.1605 0.6501 0.13 -0.16 -0.16 -0.512
N -2.4504 -1.6035 0.7962 -0.10 -1.18 0.33 -1.070
N -1.6671 -1.7447 -0.3537 -1.04 2.17 0.47 0.561
C -2.3246 -2.0423 -1.4116 0.56 -0.25 -0.12 -0.315
C -1.6911 -1.8941 -2.7212 0.05 0.07 0.17 0.584
C -1.7971 -2.8193 -3.7557 -0.10 0.00 -0.02 -0.632
C -1.1873 -2.5829 -4.9730 -0.01 -0.02 0.01 -0.561
C -0.4866 -1.3929 -5.1662 0.01 0.01 0.00 -0.481
C -0.3920 -0.4482 -4.1638 -0.02 -0.07 -0.04 -0.712
C -0.9876 -0.6862 -2.9217 -0.04 -0.09 -0.07 0.743
O -0.9738 0.2137 -1.9620 0.37 1.07 0.34 -0.723
H -3.6966 0.3701 2.8311 0.01 -0.01 0.03 0.210
H -3.5119 -1.3131 2.8942 -0.11 -0.09 -0.10 0.252
H -3.3811 -2.2844 -1.3034 0.06 -0.27 -0.02 0.389
H -2.3486 -3.7375 -3.5903 0.00 0.00 -0.01 0.433
H -1.2525 -3.3132 -5.7679 0.00 0.00 0.00 0.383
H -0.0076 -1.2035 -6.1191 -0.01 0.00 0.00 0.375
H 0.1458 0.4789 -4.3105 0.00 0.00 0.01 0.389
C 0.4888 4.3081 0.6859 0.03 0.12 0.12 -1.009
C 1.3942 4.3526 1.7326 -0.04 -0.16 -0.06 -0.384
C 1.8872 3.1580 2.2355 -0.04 0.01 -0.06 -0.776
C 1.4709 1.9565 1.6763 -0.28 0.08 0.35 0.622
N 0.5795 1.9289 0.6718 0.52 -0.56 -0.08 0.509
C 0.1064 3.0725 0.2018 -0.35 0.22 -0.70 -0.078
C 1.9491 0.6356 2.1816 0.06 0.03 -0.40 0.597
C 2.9287 0.4839 3.1568 -0.03 0.01 -0.11 -0.866
C 3.3760 -0.7925 3.4516 -0.03 -0.06 -0.05 -0.370
C 2.8638 -1.8710 2.7457 0.09 0.05 0.06 -0.886
C 1.8953 -1.6324 1.7881 -0.20 0.03 0.05 -0.002
N 1.4283 -0.4120 1.5399 -0.47 0.24 0.49 0.032
H 0.0715 5.2062 0.2545 0.01 0.00 0.01 0.393
H 1.7066 5.2991 2.1524 0.02 -0.01 0.02 0.437
H 2.5857 3.1564 3.0573 0.02 0.05 0.02 0.277
H -0.6075 2.9902 -0.6246 0.20 0.02 0.33 0.489
H 3.3527 1.3368 3.6636 0.00 0.02 0.01 0.306
H 4.1358 -0.9397 4.2075 0.00 0.00 0.01 0.426
H 3.2081 -2.8789 2.9271 0.01 0.00 0.00 0.398
H 1.4704 -2.4247 1.1853 -0.01 0.00 0.01 0.447
O 0.8902 -1.0696 -0.8474 0.09 0.43 0.22 -0.624
```
Positions in Å, forces in eV/Å.

Summary:
* highest occupied orbital energy: -0.284 Eh
* energy above the lowest of the compared OMol25 structures with the same formula, charge and spin: 51.14 kcal per mole